1.
{
  "formula": "C12H20O3",
  "method": "the ωB97M-V functional and the def2-TZVPD basis",
  "symbols": ["O", "O", "O", "C", "C", "C", "C", "C", "C", "C", "C", "C", "C", "C", "C", "H", "H", "H", "H", "H", "H", "H", "H", "H", "H", "H", "H", "H", "H", "H", "H", "H", "H", "H", "H"],
  "coordinates": [[6.227, -1.914, 0.954], [4.967, -0.364, 1.992], [-3.460, -0.759, -0.411], [5.151, -1.403, 1.181], [3.874, -1.921, 0.758], [2.897, -1.284, 1.499], [3.763, -2.980, -0.310], [3.581, -0.254, 2.371], [-4.020, 2.748, 1.017], [1.428, -1.633, 1.472], [0.634, -0.377, 1.111], [-0.867, -0.621, 1.140], [-3.886, 1.591, -0.001], [-1.593, 0.526, 0.456], [-3.147, 0.333, 0.455], [-3.114, -1.605, -0.117], [4.435, -3.811, -0.065], [4.012, -2.554, -1.273], [2.758, -3.375, -0.398], [3.211, 0.747, 2.113], [3.440, -0.501, 3.430], [-4.598, 2.486, 1.867], [-4.533, 3.596, 0.565], [-3.024, 3.075, 1.349], [1.259, -2.440, 0.780], [1.148, -2.020, 2.437], [0.885, 0.446, 1.748], [0.903, -0.080, 0.088], [-1.262, -0.720, 2.161], [-1.136, -1.538, 0.573], [-4.873, 1.337, -0.344], [-3.350, 1.907, -0.916], [-1.254, 0.629, -0.601], [-1.333, 1.429, 0.976], [-3.492, 0.077, 1.464]],
  "mulliken_charge": [-0.62, -0.35, -0.56, 0.38, 0.38, 0.58, -1.35, -0.44, -1.15, -0.67, -0.76, -0.57, -0.64, -0.68, 0.23, 0.34, 0.32, 0.29, 0.38, 0.31, 0.20, 0.33, 0.35, 0.30, 0.22, 0.38, 0.38, 0.34, 0.26, 0.27, 0.36, 0.31, 0.33, 0.30, 0.26],
  "smiles": "CC[C@@H](O)CCCCC1=C(C)C(=O)OC1",
  "e_above_lowest_kcal_mol": 0.0
}



2.
{
  "formula": "C12H20Sb3Se4Ti",
  "method": "the ωB97M-V functional and the def2-TZVPD basis",
  "symbols": ["Ti", "C", "Sb", "C", "C", "C", "C", "C", "C", "C", "C", "C", "Sb", "C", "C", "H", "H", "H", "H", "H", "H", "H", "H", "H", "H", "H", "H", "H", "H", "H", "H", "H", "H", "H", "H", "Se", "Sb", "Se", "Se", "Se"],
  "coordinates": [[-2.004, 0.333, -2.052], [1.618, 1.552, -1.475], [0.756, -0.327, -1.966], [1.786, -0.845, -3.746], [1.690, -1.637, -0.546], [1.985, -0.915, 0.733], [3.229, -0.304, 0.881], [3.551, 0.416, 2.018], [2.622, 0.525, 3.042], [1.390, -0.094, 2.913], [1.048, -0.816, 1.769], [-0.309, -1.456, 1.699], [-1.753, -0.146, 0.782], [-3.566, -0.975, 1.490], [-1.579, 1.557, 2.030], [2.703, 1.468, -1.473], [1.283, 1.863, -0.487], [1.304, 2.285, -2.216], [2.850, -0.666, -3.600], [1.420, -0.234, -4.567], [1.617, -1.895, -3.977], [2.614, -1.949, -1.034], [1.065, -2.519, -0.424], [3.962, -0.404, 0.088], [4.524, 0.880, 2.109], [2.861, 1.072, 3.943], [0.678, -0.035, 3.729], [-0.697, -1.647, 2.700], [-0.320, -2.400, 1.156], [-3.540, -1.004, 2.578], [-3.684, -1.979, 1.088], [-4.391, -0.353, 1.148], [-1.566, 1.232, 3.069], [-2.443, 2.196, 1.855], [-0.664, 2.101, 1.809], [-2.214, 1.190, -4.604], [-4.331, 1.236, -3.366], [-3.718, -1.185, -2.228], [-3.167, 2.245, -1.249], [-6.608, 1.632, -3.623]],
  "mulliken_charge": [0.30, -1.29, 0.93, -1.25, -1.56, 0.75, -0.59, -0.71, -0.72, -0.59, 0.72, -1.44, 0.86, -1.23, -1.30, 0.43, 0.29, 0.46, 0.41, 0.38, 0.40, 0.64, 0.50, 0.46, 0.43, 0.43, 0.42, 0.63, 0.56, 0.44, 0.38, 0.35, 0.38, 0.46, 0.34, -0.36, 0.77, -0.37, -0.37, -0.36],
  "charge": 1
}



So what do the calculations give for highest occupied orbital energy? Going down the list: -0.3515 -0.4203 Eh.
So what do the calculations give for HOMO-LUMO gap? Going down the list: 10.153 6.675 eV.
So what do the calculations give for total energy? Going down the list: -694.95787 -11644.99283 hartree.